No. 1
Formula: C53H39ClKN7O8S
Source: the OMol25 dataset
Level of theory: wB97M-V/def2-TZVPD

As for the total charge: -2. As for the total energy: -4486.53337 Eh.

Positions of all 110 atoms, in Å:
K  0.1232  0.2426  -0.0879
C  1.7185  7.3320  1.4932
C  2.5290  6.2070  1.4001
C  2.0411  5.0349  0.8389
C  0.7279  4.9571  0.3639
C  -0.0736  6.0970  0.4603
C  0.4140  7.2725  1.0185
C  0.2049  3.6809  -0.2127
C  0.9357  3.1230  -1.2903
C  1.9914  3.8325  -2.0156
C  2.4569  2.9734  -2.9496
C  1.6913  1.7366  -2.7921
N  0.7784  1.8850  -1.8047
C  1.9139  0.5488  -3.5202
C  1.1884  -0.6539  -3.3641
C  1.4015  -1.8593  -4.1602
C  0.4548  -2.7458  -3.7738
C  -0.3478  -2.0706  -2.7543
C  -1.5173  -2.6111  -2.1767
C  -1.8789  -4.0058  -2.5809
C  -2.9987  -4.2545  -3.3757
C  -3.3277  -5.5458  -3.7687
C  -2.5439  -6.6213  -3.3687
C  -1.4299  -6.3907  -2.5713
C  -1.1026  -5.0965  -2.1842
C  -2.4069  -1.9615  -1.2923
N  -2.2805  -0.7017  -0.8255
C  -3.3002  -0.4789  0.0307
C  -3.4629  0.6743  0.8293
C  -4.6150  0.6709  1.7816
C  -4.4108  0.5553  3.1587
C  -5.4854  0.5219  4.0385
C  -6.7879  0.6071  3.5608
C  -7.0041  0.7285  2.1935
C  -5.9274  0.7597  1.3151
C  -2.5937  1.7835  0.8691
C  -2.6155  2.8301  1.8916
C  -1.5699  3.6448  1.6237
C  -0.9375  3.1231  0.4092
N  -1.5956  2.0192  -0.0099
C  -4.1341  -1.6743  0.1329
C  -3.5763  -2.6001  -0.6880
N  0.1348  -0.8263  -2.5335
C  2.9891  0.5752  -4.5629
C  2.8734  1.4099  -5.6758
C  3.8610  1.4533  -6.6522
C  4.9954  0.6620  -6.5351
C  5.1238  -0.1783  -5.4352
C  4.1304  -0.2269  -4.4651
H  2.0980  8.2483  1.9318
H  3.5447  6.2325  1.7804
H  2.6680  4.1539  0.7826
H  -1.0883  6.0539  0.0818
H  -0.2283  8.1438  1.0856
H  2.3036  4.8528  -1.8487
H  3.2401  3.1540  -3.6701
H  2.1579  -1.9956  -4.9190
H  0.2983  -3.7432  -4.1586
H  -3.6075  -3.4136  -3.6867
H  -4.1963  -5.7154  -4.3953
H  -2.7979  -7.6294  -3.6754
H  -0.8159  -7.2235  -2.2455
H  -0.2345  -4.9111  -1.5616
H  -3.3889  0.4932  3.5234
H  -5.3079  0.4239  5.1043
H  -7.6266  0.5752  4.2459
H  -8.0161  0.8036  1.8107
H  -6.0932  0.8530  0.2477
H  -3.2974  2.9032  2.7255
H  -1.2400  4.4892  2.2086
H  -5.0077  -1.7978  0.7576
H  -3.9147  -3.6120  -0.8575
H  1.9894  2.0300  -5.7720
H  3.7428  2.1067  -7.5099
H  5.7698  0.6985  -7.2924
H  6.0105  -0.7930  -5.3252
H  4.2300  -0.8712  -3.6028
O  -1.0551  -3.5103  2.1354
C  -0.3773  -2.4075  1.7430
O  -0.9299  -1.3717  1.5484
C  1.0964  -2.6317  1.6167
C  1.6929  -3.7476  2.1806
C  3.0697  -3.8582  2.1114
C  3.7837  -2.8720  1.4624
C  3.0830  -1.8218  0.8748
N  1.7657  -1.6885  0.9598
C  3.8562  -0.8978  -0.0360
O  4.9700  -0.3606  0.4730
O  3.5473  -0.7894  -1.1849
H  -1.9905  -3.2580  2.0673
H  1.0836  -4.4883  2.6786
H  3.5794  -4.7071  2.5517
H  4.8608  -2.9215  1.3724
H  4.8304  -0.1991  1.4280
C  -1.6886  -0.9350  6.0504
N  -0.3373  -1.1767  5.5879
C  0.2674  -0.3883  4.6397
N  1.5395  -0.7632  4.3558
S  -0.5088  0.8518  3.8654
H  -1.9400  -1.6986  6.7878
H  -2.3829  -1.0005  5.2140
H  -1.8006  0.0596  6.4886
H  0.2586  -1.7187  6.1885
H  2.0584  -1.3281  5.0077
H  2.1037  -0.1573  3.7710
O  4.6012  2.5618  1.9074
Cl  3.5140  1.7973  2.4579
O  2.9927  2.4168  3.6422
O  4.0312  0.4506  2.8308
O  2.4786  1.6106  1.4750


No. 2
Formula: C53H40O21S
Source: the OMol25 dataset
Level of theory: wB97M-V/def2-TZVPD

As for the total energy: -4021.34083 Eh.

Positions of all 115 atoms, in Å:
C  6.9457  -4.1232  -1.2212
C  6.5530  -3.6088  -2.5126
C  4.9980  -3.3058  -2.8386
O  4.7343  -1.9485  -2.3554
S  3.0907  -1.6282  -2.1935
O  2.5505  -1.6921  -3.6080
O  2.4330  -2.8419  -1.2265
C  1.0901  -3.2116  -1.6311
C  1.1787  -4.6167  -2.4146
O  0.7514  -4.7733  -3.5692
O  1.8346  -5.6537  -1.6847
H  7.1001  -5.2350  -0.9833
H  7.1021  -3.3490  -0.3724
H  7.3218  -3.3597  -3.3128
H  4.8772  -3.4135  -3.9728
H  4.3482  -4.1078  -2.3662
H  0.5267  -2.4178  -2.2071
H  0.5127  -3.4199  -0.6664
H  1.4108  -6.4943  -1.9646
C  -1.6936  -6.7423  -2.8322
C  -2.2826  -6.3464  -3.9604
C  -3.3305  -7.1662  -4.6062
O  -3.8674  -6.8077  -5.6360
C  -3.6998  -8.4402  -3.9513
C  -3.1097  -8.8353  -2.8229
C  -2.0622  -8.0150  -2.1779
O  -1.5238  -8.3733  -1.1465
H  -0.9255  -6.1559  -2.3473
H  -2.0238  -5.4165  -4.4515
H  -4.4689  -9.0273  -4.4372
H  -3.3673  -9.7650  -2.3308
C  5.4029  0.0464  1.1688
C  6.1734  -1.0261  0.9870
C  6.1897  -2.1342  1.9675
O  6.8945  -3.1135  1.8030
C  5.3180  -2.0069  3.1546
C  4.5472  -0.9341  3.3364
C  4.5310  0.1733  2.3565
O  3.8263  1.1523  2.5209
H  5.3790  0.8666  0.4620
H  6.8167  -1.1346  0.1223
H  5.3419  -2.8271  3.8611
H  3.9040  -0.8246  4.2002
C  6.2338  2.3067  -4.8561
C  5.6466  2.7053  -5.9846
C  4.5879  1.8957  -6.6259
O  4.0534  2.2584  -7.6565
C  4.2050  0.6288  -5.9668
C  4.7920  0.2295  -4.8381
C  5.8508  1.0393  -4.1966
O  6.3868  0.6782  -3.1651
H  7.0108  2.8864  -4.3734
H  5.9144  3.6304  -6.4798
H  3.4280  0.0492  -6.4494
H  4.5235  -0.6949  -4.3442
C  4.7219  2.7033  5.4877
C  4.6492  4.0258  5.6383
C  3.7833  4.6329  6.6711
O  3.7139  5.8395  6.8090
C  3.0026  3.7184  7.5315
C  3.0753  2.3957  7.3808
C  3.9412  1.7882  6.3480
O  4.0096  0.5811  6.2111
H  5.3496  2.2414  4.7364
H  5.2143  4.7100  5.0177
H  2.3744  4.1814  8.2829
H  2.5100  1.7116  8.0014
C  -3.1365  -0.7982  0.0411
C  -4.3434  -0.9712  0.5794
C  -4.7775  -2.2921  1.0796
O  -5.8803  -2.4517  1.5689
C  -3.8209  -3.4142  0.9619
C  -2.6139  -3.2410  0.4236
C  -2.1804  -1.9185  -0.0773
O  -1.0768  -1.7587  -0.5683
H  -2.8032  0.1619  -0.3314
H  -5.0552  -0.1607  0.6733
H  -4.1550  -4.3747  1.3341
H  -1.9019  -4.0519  0.3290
C  -9.0361  1.7592  -0.4123
C  -10.2404  1.5856  0.1323
C  -10.6700  0.2636  0.6378
O  -11.7685  0.1043  1.1326
C  -9.7121  -0.8564  0.5173
C  -8.5078  -0.6825  -0.0274
C  -8.0789  0.6387  -0.5325
O  -6.9771  0.7988  -1.0287
H  -8.7052  2.7194  -0.7880
H  -10.9531  2.3951  0.2287
H  -10.0426  -1.8165  0.8931
H  -7.7948  -1.4919  -0.1236
C  0.9294  9.1416  6.3648
C  1.2382  8.0641  7.0875
C  0.4794  7.7166  8.3082
O  0.7610  6.7346  8.9697
C  -0.6349  8.6085  8.6956
C  -0.9433  9.6856  7.9730
C  -0.1846  10.0332  6.7520
O  -0.4670  11.0147  6.0915
H  1.4743  9.4115  5.4689
H  2.0503  7.4002  6.8177
H  -1.1800  8.3386  9.5915
H  -1.7554  10.3493  8.2428
C  -4.0496  2.7128  -5.6987
C  -3.7351  1.6299  -4.9873
C  -4.4818  1.2747  -3.7613
O  -4.1954  0.2880  -3.1104
C  -5.5909  2.1648  -3.3549
C  -5.9050  3.2480  -4.0673
C  -5.1589  3.6034  -5.2933
O  -5.4461  4.5899  -5.9442
H  -3.5137  2.9885  -6.5983
H  -2.9268  0.9669  -5.2705
H  -6.1268  1.8889  -2.4548
H  -6.7132  3.9112  -3.7844